C21H32N4O7 | ωB97M-V/def2-TZVPD

The structure (SMILES) is N[C@H]1C[C@](O)(CO)[C@@H](O)[C@H](O)[C@H]1O.CNC(=O)[C@H](Cc1c[nH]c2ccccc12)NC(C)=O. The molar mass comes out at 452.51 g/mol. The value obtained for the maximum force is 0.0390 Eh/bohr.

CARTESIAN COORDINATES (ANGSTROEM)
N: 4.025 -4.590 3.158
C: 2.900 -3.671 2.908
C: 3.148 -2.349 3.639
C: 4.245 -1.465 3.000
O: 5.527 -2.075 3.194
C: 4.264 -0.082 3.687
O: 2.977 0.554 3.657
C: 4.047 -1.308 1.476
O: 5.192 -0.673 0.884
C: 3.887 -2.671 0.794
O: 3.668 -2.508 -0.615
C: 2.721 -3.460 1.396
O: 2.697 -4.762 0.805
H: 4.903 -4.065 3.052
H: 3.973 -4.963 4.107
H: 1.981 -4.122 3.300
H: 3.407 -2.547 4.683
H: 2.202 -1.800 3.638
H: 6.158 -1.598 2.618
H: 4.998 0.563 3.194
H: 4.578 -0.203 4.729
H: 3.028 1.454 4.024
H: 3.150 -0.708 1.290
H: 5.089 -0.714 -0.086
H: 4.809 -3.243 0.942
H: 3.432 -3.380 -0.988
H: 1.785 -2.924 1.202
H: 3.297 -5.309 1.358
C: -6.276 0.237 -1.079
N: -5.492 1.015 -0.120
C: -4.731 2.091 -0.346
O: -4.290 2.710 0.614
C: -4.429 2.568 -1.781
C: -2.912 2.684 -2.012
C: -2.074 1.451 -1.827
C: -2.488 0.163 -1.901
N: -1.417 -0.685 -1.699
C: -0.247 0.014 -1.509
C: 1.078 -0.384 -1.290
C: 2.070 0.599 -1.146
C: 1.726 1.960 -1.222
C: 0.390 2.348 -1.445
C: -0.632 1.385 -1.593
N: -5.037 3.886 -2.002
C: -5.489 4.401 -3.144
C: -5.435 3.585 -4.420
O: -5.961 5.526 -3.170
H: -6.971 -0.407 -0.537
H: -5.627 -0.392 -1.688
H: -6.855 0.902 -1.723
H: -5.595 0.790 0.859
H: -4.829 1.847 -2.488
H: -2.738 3.040 -3.027
H: -2.523 3.449 -1.338
H: -3.501 -0.156 -2.094
H: -1.488 -1.692 -1.707
H: 1.334 -1.431 -1.238
H: 3.098 0.310 -0.978
H: 2.493 2.713 -1.107
H: 0.136 3.397 -1.501
H: -5.096 4.496 -1.199
H: -4.404 3.325 -4.645
H: -6.037 2.686 -4.307
H: -5.835 4.189 -5.234

***

C5H34NO15 | ωB97M-V/def2-TZVPD

The molar mass comes out at 348.32 g/mol. The charge is -1. The value obtained for the maximum force is 0.0365 Eh/bohr.

CARTESIAN COORDINATES (ANGSTROEM)
O: 0.531 -1.421 2.946
C: -0.325 -0.603 2.580
O: -1.572 -0.849 2.487
C: 0.118 0.785 2.156
C: 0.649 0.653 0.722
C: -0.358 0.021 -0.251
C: -0.222 -2.330 -0.566
N: 0.218 -1.172 -0.880
H: 0.927 1.152 2.838
H: -0.707 1.523 2.233
H: 0.993 1.636 0.386
H: 1.550 0.008 0.745
H: -1.350 -0.155 0.228
H: -0.561 0.763 -1.092
H: 0.162 -3.258 -1.028
H: -1.031 -2.572 0.116
H: -1.065 3.229 1.362
H: -2.285 2.438 0.940
O: -1.768 3.232 0.753
H: -2.669 1.301 -2.347
H: -1.524 2.270 -2.626
O: -1.925 1.455 -2.989
H: -2.399 0.160 1.859
H: -3.761 0.966 1.994
O: -3.018 0.923 1.411
H: -3.446 0.649 -0.252
H: -3.281 -0.370 -1.359
O: -3.686 0.480 -1.161
H: 2.109 -0.781 2.694
H: 3.330 -1.359 1.942
O: 3.020 -0.551 2.372
H: 2.159 -1.280 -1.545
H: 3.448 -0.602 -1.082
O: 3.097 -1.464 -1.386
H: 1.317 1.699 -2.272
H: 2.253 2.961 -2.223
O: 1.683 2.402 -1.683
H: -1.170 3.462 -0.878
H: 0.180 3.166 -1.614
O: -0.760 3.528 -1.745
H: 2.832 1.499 -0.708
H: 3.425 0.770 0.571
O: 3.608 0.979 -0.381
H: 0.723 -0.128 -2.781
H: -0.313 0.939 -3.387
O: 0.613 0.646 -3.373
H: 2.294 -2.924 1.144
H: 3.232 -2.426 0.055
O: 3.234 -2.837 0.935
H: -1.654 -2.652 2.441
H: -0.268 -3.098 2.800
O: -1.116 -3.502 2.484
H: -2.559 -2.151 -3.170
H: -1.622 -0.963 -2.770
O: -1.954 -1.829 -2.477

***

C24H22N4O3 | ωB97M-V/def2-TZVPD

The structure (SMILES) is COc1ccc(Nc2nnc(-c3ccc(C(=O)NCCO)cc3)c3ccccc23)cc1. The molar mass comes out at 414.46 g/mol. The value obtained for the maximum force is 0.0278 Eh/bohr.

CARTESIAN COORDINATES (ANGSTROEM)
C: 9.459 0.082 -0.392
O: 8.258 -0.267 -1.036
C: 7.085 0.195 -0.519
C: 5.927 -0.179 -1.202
C: 4.686 0.227 -0.766
C: 4.565 1.008 0.384
N: 3.330 1.449 0.870
C: 2.081 0.958 0.603
N: 1.144 1.885 0.536
N: -0.115 1.578 0.338
C: -0.498 0.339 0.159
C: -1.942 0.147 -0.038
C: -2.618 0.941 -0.963
C: -3.982 0.811 -1.137
C: -4.698 -0.115 -0.384
C: -6.166 -0.307 -0.527
O: -6.709 -1.386 -0.361
N: -6.860 0.807 -0.879
C: -8.303 0.782 -0.938
C: -8.939 1.081 0.427
O: -8.403 0.287 1.451
C: -4.024 -0.908 0.540
C: -2.662 -0.773 0.721
C: 0.424 -0.755 0.213
C: 0.067 -2.099 -0.005
C: 0.991 -3.094 0.170
C: 2.292 -2.789 0.586
C: 2.685 -1.486 0.744
C: 1.773 -0.441 0.512
C: 5.721 1.400 1.050
C: 6.970 1.000 0.609
H: 9.487 -0.292 0.637
H: 9.615 1.165 -0.391
H: 10.251 -0.394 -0.969
H: 6.028 -0.785 -2.089
H: 3.804 -0.057 -1.319
H: 3.299 2.422 1.150
H: -2.057 1.659 -1.541
H: -4.482 1.415 -1.880
H: -6.414 1.705 -0.786
H: -8.583 -0.228 -1.253
H: -8.651 1.503 -1.681
H: -8.750 2.119 0.721
H: -10.028 0.936 0.346
H: -8.249 -0.604 1.104
H: -4.590 -1.622 1.119
H: -2.158 -1.363 1.472
H: -0.939 -2.333 -0.316
H: 0.714 -4.125 0.001
H: 2.994 -3.589 0.769
H: 3.691 -1.257 1.055
H: 5.640 2.025 1.927
H: 7.841 1.323 1.155

***

C32H88N8O8 | ωB97M-V/def2-TZVPD

The structure (SMILES) is COC[C@H](C)N.COC[C@H](C)N.COC[C@H](C)N.COC[C@H](C)N.COC[C@H](C)N.COC[C@H](C)N.COC[C@H](C)N.COC[C@H](C)N. The molar mass comes out at 713.10 g/mol. The value obtained for the maximum force is 0.0655 Eh/bohr.

CARTESIAN COORDINATES (ANGSTROEM)
C: -4.775 2.218 6.643
O: -3.763 2.238 5.632
C: -4.046 3.100 4.520
C: -3.084 2.839 3.337
C: -1.589 3.052 3.791
N: -3.217 3.876 2.278
H: -4.239 1.737 7.461
H: -5.664 1.657 6.356
H: -5.108 3.220 6.916
H: -5.045 2.996 4.096
H: -3.943 4.122 4.885
H: -3.128 1.792 3.035
H: -1.270 2.320 4.533
H: -1.609 3.953 4.404
H: -0.808 3.047 3.030
H: -2.260 4.175 2.158
H: -3.737 4.648 2.670
C: -2.339 0.506 -2.903
O: -2.246 -0.746 -2.388
C: -2.632 -0.909 -1.069
C: -2.250 -2.330 -0.600
C: -2.885 -2.572 0.792
N: -0.868 -2.497 -0.500
H: -2.321 0.532 -3.993
H: -1.621 1.243 -2.543
H: -3.323 0.932 -2.708
H: -2.185 -0.130 -0.450
H: -3.717 -0.823 -1.027
H: -2.754 -3.009 -1.288
H: -2.780 -3.610 1.110
H: -3.964 -2.419 0.813
H: -2.364 -2.077 1.611
H: -0.524 -2.016 -1.319
H: -0.478 -1.966 0.266
C: 3.299 -1.514 1.888
O: 3.463 -2.113 3.176
C: 2.249 -2.172 3.949
C: 1.323 -3.347 3.629
C: 0.171 -3.325 4.669
N: 2.141 -4.477 3.758
H: 2.545 -1.958 1.237
H: 4.225 -1.619 1.321
H: 3.040 -0.479 2.112
H: 2.578 -2.192 4.988
H: 1.745 -1.206 3.920
H: 0.940 -3.168 2.624
H: -0.596 -4.056 4.411
H: -0.110 -2.279 4.796
H: 0.534 -3.630 5.650
H: 3.066 -4.218 3.445
H: 2.385 -4.660 4.721
C: 1.263 -1.079 -9.297
O: 0.678 -0.645 -8.002
C: 1.620 0.311 -7.393
C: 0.935 1.135 -6.246
C: -0.121 2.049 -6.736
N: 1.668 1.908 -5.224
H: 0.741 -1.995 -9.574
H: 2.296 -1.422 -9.237
H: 1.128 -0.361 -10.106
H: 2.453 -0.206 -6.915
H: 2.168 0.965 -8.072
H: 0.329 0.387 -5.734
H: 0.189 2.840 -7.419
H: -0.764 2.437 -5.946
H: -0.775 1.458 -7.377
H: 2.408 1.413 -4.747
H: 1.114 2.065 -4.395
C: -0.305 6.559 1.591
O: -1.009 5.357 1.317
C: -0.387 4.497 0.362
C: -0.054 5.194 -1.069
C: -1.326 5.676 -1.850
N: 0.793 4.303 -1.792
H: 0.750 6.390 1.802
H: -0.709 7.079 2.460
H: -0.224 7.259 0.759
H: 0.459 4.028 0.864
H: -1.083 3.687 0.142
H: 0.571 6.080 -0.959
H: -1.895 4.806 -2.179
H: -1.016 6.261 -2.716
H: -1.955 6.354 -1.274
H: 0.900 4.723 -2.704
H: 1.734 4.348 -1.430
C: 4.428 -1.295 -4.627
O: 5.875 -1.259 -4.678
C: 6.372 -2.609 -4.505
C: 7.876 -2.807 -4.705
C: 8.421 -4.191 -4.279
N: 8.632 -1.838 -4.043
H: 3.934 -2.030 -3.992
H: 3.959 -1.471 -5.595
H: 4.118 -0.288 -4.347
H: 5.965 -2.945 -3.552
H: 5.938 -3.252 -5.271
H: 7.929 -2.625 -5.778
H: 9.459 -4.241 -4.610
H: 7.822 -5.008 -4.680
H: 8.476 -4.359 -3.203
H: 9.489 -1.907 -4.572
H: 8.276 -0.939 -4.332
C: -6.721 -2.590 7.100
O: -5.439 -2.816 6.591
C: -5.408 -3.297 5.326
C: -3.950 -3.365 4.820
C: -3.338 -2.008 4.414
N: -3.850 -4.186 3.681
H: -6.445 -2.057 8.010
H: -7.182 -3.551 7.326
H: -7.291 -1.942 6.434
H: -5.936 -4.249 5.292
H: -6.041 -2.670 4.698
H: -3.344 -3.754 5.638
H: -3.908 -1.615 3.572
H: -2.294 -2.205 4.171
H: -3.375 -1.227 5.173
H: -4.271 -5.093 3.822
H: -2.960 -4.260 3.210
C: -0.388 0.307 2.023
O: 0.190 -0.091 0.824
C: 0.730 0.935 0.062
C: 1.064 0.378 -1.335
C: 2.023 -0.808 -1.294
N: 1.636 1.472 -2.159
H: 0.301 0.886 2.638
H: -0.736 -0.549 2.601
H: -1.228 0.987 1.881
H: -0.043 1.694 -0.048
H: 1.503 1.426 0.654
H: 0.101 0.096 -1.760
H: 2.430 -1.046 -2.277
H: 1.701 -1.730 -0.810
H: 2.841 -0.485 -0.650
H: 1.079 2.251 -1.840
H: 2.544 1.679 -1.767

***

| no. | Kohn-Sham gap (eV) | E (eV) |
| --- | --- | --- |
| 1 | 8.4 | -42590.23286 |
| 2 | 9.7 | -37944.66790 |
| 3 | 7.7 | -37347.84160 |
| 4 | 9.2 | -62904.09905 |